{
  "formula": "H29O14",
  "method": "ωB97M-V with the def2-TZVPD basis set",
  "elements": ["O", "H", "O", "H", "H", "O", "H", "H", "O", "H", "H", "O", "H", "H", "O", "H", "H", "O", "H", "H", "O", "H", "H", "O", "H", "H", "O", "H", "H", "O", "H", "H", "O", "H", "H", "O", "H", "H", "O", "H", "H", "H", "H"],
  "positions_angstrom": [[-0.782651, -1.612298, -0.967684], [2.279446, -0.902582, 3.753859], [0.195142, 2.754225, -1.516705], [1.352475, 0.462192, -1.532060], [0.335239, 3.043875, -0.602048], [-2.633250, -1.134555, 3.508969], [-3.640650, 1.402985, -4.151399], [-3.038221, -1.893933, 3.953816], [1.054167, -0.286390, -2.107759], [2.194863, -3.069045, 0.031033], [0.764880, 0.311316, -2.821609], [-2.258041, -1.547610, -2.836327], [-2.979011, -1.862128, -2.279527], [-2.381907, -1.746888, -3.764567], [-1.159809, -0.801903, 1.340546], [2.721645, -2.267343, -2.891470], [-2.369836, 1.335361, -3.087345], [-0.254522, 3.094441, 2.226330], [-1.184311, 3.013751, 2.537283], [-0.203448, 3.534088, -1.918655], [1.541487, -0.374296, 3.423570], [1.626618, -0.463941, 2.472228], [2.931886, -0.869823, -2.393995], [2.176444, -2.122937, -0.198777], [-1.610622, -1.178972, -0.694994], [-0.048808, -1.388156, -0.349113], [-3.701079, -1.168809, 0.032817], [4.111638, 0.847483, -1.115876], [-2.731451, -0.372149, 4.084975], [-3.248839, 1.108929, -3.335013], [-0.802989, 0.030941, 1.653313], [-0.497865, -1.280692, -1.916653], [2.091524, 2.643433, 2.992155], [2.971576, -2.106506, -0.788751], [3.065746, 2.700071, 3.046590], [3.579895, 1.604579, -0.825381], [2.052029, 1.956337, 3.722506], [3.977555, 1.855520, 0.020445], [3.425587, -1.654841, -2.679401], [-3.100178, -1.393180, 0.774264], [-1.785730, -1.073902, 2.046297], [-4.258330, -1.964179, 0.129387], [0.221704, 2.837529, 3.024727]],
  "forces_ev_per_a": [[1.5, 0.1, -1.6], [-0.1, -0.1, 0.2], [-0.2, 0.0, 0.4], [0.0, -0.8, 0.2], [0.1, -0.2, -0.3], [-0.2, -0.4, 0.0], [0.6, 0.7, -0.8], [0.1, 0.3, 0.0], [0.0, 2.2, -0.3], [-0.3, 0.4, 0.3], [0.1, -0.5, -0.4], [0.5, 0.5, -0.1], [-0.4, -0.1, -0.5], [-0.6, -0.3, -0.1], [0.0, 0.0, 0.0], [-0.1, -0.3, -0.3], [1.1, 0.8, -0.6], [-1.2, -0.3, 0.3], [0.1, 0.3, -0.6], [0.1, 0.0, -0.2], [0.2, 0.4, 0.1], [0.0, -0.1, -0.4], [0.1, -0.2, -0.4], [0.7, -0.9, -0.1], [-0.2, 0.1, 0.3], [-0.3, -0.3, 0.0], [0.6, -1.5, 0.8], [0.0, 0.3, 0.0], [-0.2, -0.1, 0.2], [-1.8, -1.4, 1.4], [0.0, 0.2, 0.1], [-0.6, -0.7, 2.1], [1.0, -1.5, 1.7], [-0.7, 0.5, 0.2], [0.0, 0.8, -0.7], [0.0, -0.5, 0.2], [-0.7, 0.4, -0.8], [0.0, 0.0, -0.3], [0.3, 0.4, 0.5], [-0.3, 0.8, -0.5], [0.5, 0.1, 0.4], [-0.4, 0.5, -0.6], [0.8, 0.1, 0.1]],
  "e_homo_ev": [-16.35, -15.89],
  "total_charge": 2,
  "molar_mass_g_mol": 253.22,
  "total_energy_ha": -1069.962250,
  "spin_multiplicity": 2,
  "e_lumo_ev": [-5.8, -13.9],
  "e_above_lowest_kcal_mol": 36.3
}